Entry from OMol25: C4H5N3 in the gas phase in a non-equilibrium geometry (the ωB97M-V functional and the def2-TZVPD basis).

Calculated values
Energy above the lowest of the compared OMol25 structures with the same formula, charge and spin, kJ/mol: 452.0
Orbital gap, hartree: 0.321
Energy, eV: -8695.1275
2S+1: 1
F_max, eV/A: 7.4
SMILES: [H]/N=c1/cc[nH]nc1

Cartesian coordinates (Å):
H1 -2.5714 -1.0384 0.3755
N1 -2.2619 -0.0178 0.0054
C1 -1.0026 -0.1526 -0.0539
C2 -0.2991 1.0883 -0.1636
C3 0.9679 1.0936 -0.0639
N2 1.7401 -0.0508 -0.0079
N3 1.1743 -1.2773 -0.1627
C4 -0.1178 -1.3032 0.0040
H2 -1.2674 1.9061 -0.3249
H3 1.4036 2.2085 0.2615
H4 2.8256 -0.1035 0.4277
H5 -0.5914 -2.3529 -0.2973

Atoms 1-2, force components in eV/Å:
H -0.1 2.7 -1.4
N -1.9 -4.6 1.8

Entry from OMol25: C22H25NO in the gas phase in a non-equilibrium geometry (the ωB97M-V functional and the def2-TZVPD basis).

Calculated values
Energy above the lowest of the compared OMol25 structures with the same formula, charge and spin, kJ/mol: 94.3
Orbital gap, hartree: 0.344
Energy, eV: -26757.2646
2S+1: 1
F_max, eV/A: 1.3
SMILES: C[C@@H](NCC[C@@H](Cc1ccccc1)c1ccco1)c1ccccc1

Cartesian coordinates (Å):
C1 -3.1186 1.9812 2.3841
C2 -2.5320 0.5719 2.2910
N1 -2.3562 0.2271 0.8876
C3 -1.9935 -1.1579 0.6566
C4 -1.7738 -1.4244 -0.8336
C5 -0.3377 -1.1390 -1.2957
C6 -0.1483 -1.5671 -2.7669
C7 1.2617 -1.2963 -3.2067
C8 2.2825 -2.1777 -2.8735
C9 3.5922 -1.9074 -3.2263
C10 3.8998 -0.7463 -3.9148
C11 2.8902 0.1380 -4.2523
C12 1.5806 -0.1367 -3.9008
C13 0.0282 0.3013 -1.1529
C14 1.0274 0.9028 -0.4454
C15 0.9265 2.2906 -0.7159
C16 -0.1205 2.4268 -1.5710
O1 -0.6680 1.2296 -1.8446
C17 -1.2503 0.4633 3.0937
C18 -1.1465 -0.4264 4.1548
C19 0.0358 -0.5482 4.8640
C20 1.1353 0.2169 4.5163
C21 1.0436 1.1057 3.4587
C22 -0.1400 1.2278 2.7545
H1 -4.0424 2.0285 1.8143
H2 -3.3234 2.2342 3.4214
H3 -2.4246 2.7127 1.9779
H4 -3.2634 -0.1385 2.6978
H5 -1.6561 0.8367 0.4787
H6 -2.8317 -1.7660 1.0146
H7 -1.0951 -1.4646 1.2222
H8 -2.4714 -0.8075 -1.4016
H9 -1.9951 -2.4726 -1.0428
H10 0.3575 -1.7114 -0.6720
H11 -0.3742 -2.6316 -2.8562
H12 -0.8507 -1.0084 -3.3872
H13 2.0468 -3.0854 -2.3356
H14 4.3754 -2.6036 -2.9630
H15 4.9226 -0.5330 -4.1888
H16 3.1232 1.0450 -4.7910
H17 0.7963 0.5567 -4.1689
H18 1.7392 0.4201 0.1924
H19 1.5494 3.0705 -0.3278
H20 -0.5610 3.2854 -2.0376
H21 -2.0014 -1.0298 4.4280
H22 0.0996 -1.2447 5.6876
H23 2.0600 0.1208 5.0665
H24 1.8974 1.7067 3.1806
H25 -0.1954 1.9241 1.9296

Atoms 1-2, force components in eV/Å:
C 0.0 -0.3 0.0
C -0.1 0.3 0.0

Entry from OMol25: a molecular structure, FHNO2S in a non-equilibrium geometry (the ωB97M-V functional and the def2-TZVPD basis).

Calculated values
Energy above the lowest of the compared OMol25 structures with the same formula, charge and spin, kJ/mol: 277.4
Orbital gap, hartree: 0.294
Energy, eV: -19152.3177
2S+1: 1
F_max, eV/A: 5.0
Net charge: -1

Cartesian coordinates (Å):
N1 0.6313 -0.5182 0.4788
O1 -1.7491 0.2877 0.1540
O2 0.0205 2.0726 -0.0575
F1 1.5675 -0.9312 -0.5358
S1 -0.4441 0.7077 -0.4495
H1 -0.0260 -1.6186 0.4101

Atoms 1-2, force components in eV/Å:
N -2.3 -4.4 -0.2
O 0.7 0.5 0.0

Entry from OMol25: a molecular structure, C21H48ClNO2P3V in a non-equilibrium geometry (the ωB97M-V functional and the def2-TZVPD basis).

Calculated values
Energy above the lowest of the compared OMol25 structures with the same formula, charge and spin, kJ/mol: 0.0
Orbital gap (alpha / beta), hartree: 0.227 / 0.239
Energy, eV: -94190.8164
2S+1: 2
F_max, eV/A: 9.7
Net charge: +3

Cartesian coordinates (Å):
C1 -1.0046 -3.9113 -4.1262
C2 -1.7235 -2.9470 -3.3290
H1 -1.2742 -3.7852 -5.1909
H2 -1.2621 -4.9287 -3.7944
H3 0.0800 -3.7632 -3.9828
O1 -2.3610 -1.9690 -3.5763
Cl1 0.9667 -2.7026 -1.7827
V1 -0.2501 -0.7656 -1.0387
P1 -1.8982 -2.6654 -0.6388
C3 -3.5401 -2.0975 -0.0596
C4 -2.2697 -4.4270 -0.9551
H4 -2.8054 -4.8032 -0.0703
H5 -1.7082 -3.4065 1.6675
H6 -1.3348 -4.9882 -1.0700
H7 -0.2048 -3.7248 0.7556
H8 -4.1816 -1.9666 -0.9383
H9 -2.8994 -4.5486 -1.8427
C5 -0.9966 -2.9880 0.9425
H10 -3.9662 -2.8636 0.6021
H11 -0.5311 -2.0924 1.3692
H12 -3.4816 -1.1422 0.4727
P2 0.5726 0.1876 -3.2134
C6 -0.2797 1.6327 -3.9318
C7 2.3086 0.7290 -2.9870
H13 1.4562 -1.6628 -4.5219
H14 1.2622 -0.1558 -5.4794
H15 -0.1688 -1.1724 -5.1117
C8 0.7955 -0.8137 -4.7304
H16 2.8515 -0.0332 -2.4096
H17 2.7815 0.8304 -3.9743
H18 0.2949 1.9810 -4.8032
H19 -0.3691 2.4418 -3.1975
H20 2.3521 1.6933 -2.4656
H21 -1.2859 1.3272 -4.2516
C9 -1.7780 0.1417 -1.5618
O2 -2.7267 0.8025 -1.8091
C10 3.1701 1.3105 0.5135
C11 2.4061 0.7620 1.7319
C12 2.6769 -0.7579 1.7344
C13 2.9248 1.4082 3.0216
P3 0.5714 1.1028 1.6143
N1 0.1333 0.0779 0.3907
C14 -0.4665 0.6060 3.0910
C15 -0.5008 1.7665 4.1012
C16 -1.9101 0.2680 2.6547
C17 0.0995 -0.6545 3.7662
C18 0.1131 2.7993 0.9888
C19 -1.4118 3.0071 1.0346
C20 0.8326 3.8792 1.8101
C21 0.5206 2.9344 -0.4855
H22 4.2133 0.9589 0.5868
H23 3.2154 2.4076 0.4757
H24 2.7657 0.9136 -0.4313
H25 3.7687 -0.8947 1.7165
H26 2.3002 -1.2562 2.6317
H27 2.2607 -1.2520 0.8421
H28 2.7322 2.4875 3.0533
H29 2.4946 0.9458 3.9172
H30 4.0135 1.2651 3.0606
H31 -1.0580 2.6325 3.7258
H32 -1.0237 1.4104 5.0003
H33 0.5053 2.0835 4.4056
H34 -1.9263 -0.4823 1.8480
H35 -2.4258 -0.1576 3.5338
H36 -2.4768 1.1495 2.3374
H37 0.1602 -1.5056 3.0741
H38 1.0719 -0.4849 4.2428
H39 -0.6044 -0.9378 4.5649
H40 -1.8248 3.0137 2.0483
H41 -1.6145 4.0003 0.6043
H42 -1.9452 2.2694 0.4141
H43 1.9212 3.8383 1.6764
H44 0.4925 4.8555 1.4358
H45 0.5946 3.8315 2.8793
H46 1.6053 2.9082 -0.6334
H47 0.0539 2.1407 -1.0931
H48 0.1509 3.9060 -0.8499

Atoms 1-2, force components in eV/Å:
C 1.0 -2.0 0.6
C -3.4 6.6 -4.0

Entry from OMol25: a molecular structure, C35H37BF4P2Tc in a non-equilibrium geometry (the ωB97M-V functional and the def2-TZVPD basis).

Calculated values
Energy above the lowest of the compared OMol25 structures with the same formula, charge and spin, kJ/mol: 0.0
Orbital gap (alpha / beta), hartree: 0.229 / 0.077
Energy, eV: -69202.6377
2S+1: 4
F_max, eV/A: 7.1
Net charge: +2

Cartesian coordinates (Å):
Tc1 -0.0251 0.1297 2.7174
C1 -1.8872 0.8386 -4.3793
C2 -1.8913 -0.4377 -3.9758
C3 -1.0526 -1.5505 -4.5385
C4 0.3193 -1.1659 -5.1514
C5 1.2124 -0.3346 -4.2710
C6 1.2361 0.9999 -4.1842
C7 0.3713 1.9626 -4.9436
C8 -1.0098 1.4527 -5.4356
C9 1.8150 0.3058 3.8471
H1 -2.6126 1.5350 -3.9366
H2 -2.6287 -0.7502 -3.2238
H3 -1.6241 -2.0901 -5.3183
H4 -0.8751 -2.2872 -3.7399
H5 0.8480 -2.1161 -5.3261
H6 0.1657 -0.7158 -6.1420
H7 1.9358 -0.9171 -3.6844
H8 2.0036 1.4786 -3.5644
H9 0.9204 2.3355 -5.8285
H10 0.1997 2.8458 -4.3099
H11 -1.5433 2.3423 -5.8065
H12 -0.8716 0.7938 -6.3044
H13 1.6315 1.2060 4.4640
H14 2.8204 0.3776 3.3845
H15 1.8824 -0.5421 4.5548
P1 -1.4521 -0.5741 1.1368
P2 1.5798 0.0810 1.1701
C10 -0.4906 -0.7572 -0.3971
C11 0.8524 -0.5848 -0.3448
C12 -2.4272 -2.0999 1.3624
C13 -2.8038 -2.8787 0.2554
C14 -3.5850 -4.0259 0.4466
C15 -3.9664 -4.4123 1.7393
C16 -3.5648 -3.6527 2.8444
C17 -2.7914 -2.5071 2.6610
C18 -2.6845 0.7499 0.7805
C19 -2.2382 2.0844 0.8096
C20 -3.1432 3.1244 0.5783
C21 -4.4889 2.8412 0.3295
C22 -4.9416 1.5153 0.3447
C23 -4.0509 0.4712 0.5985
C24 3.0951 -0.9552 1.3384
C25 2.9270 -2.2370 1.8968
C26 4.0369 -3.0510 2.1268
C27 5.3145 -2.5921 1.7911
C28 5.4881 -1.3138 1.2465
C29 4.3826 -0.4861 1.0266
C30 2.1598 1.7623 0.7089
C31 2.3052 2.7563 1.6929
C32 2.8280 4.0038 1.3396
C33 3.1327 4.2773 0.0039
C34 2.9137 3.3144 -0.9903
C35 2.4272 2.0553 -0.6379
H16 -1.0138 -0.9687 -1.3337
H17 1.5378 -0.8617 -1.1570
H18 -2.4776 -2.5892 -0.7436
H19 -3.8813 -4.6195 -0.4168
H20 -4.5634 -5.3145 1.8788
H21 -3.8509 -3.9680 3.8498
H22 -2.4628 -1.9234 3.5285
H23 -1.1973 2.3238 1.0483
H24 -2.7952 4.1554 0.5953
H25 -5.1900 3.6502 0.1298
H26 -5.9934 1.2924 0.1662
H27 -4.4111 -0.5567 0.6780
H28 1.9275 -2.5849 2.1706
H29 3.8926 -4.0414 2.5554
H30 6.1758 -3.2380 1.9476
H31 6.4873 -0.9628 0.9842
H32 4.5151 0.5201 0.6175
H33 2.0275 2.5306 2.7234
H34 3.0080 4.7540 2.1088
H35 3.5425 5.2483 -0.2723
H36 3.1332 3.5317 -2.0351
H37 2.2544 1.2936 -1.4005
F1 -0.9249 0.0500 4.4075
B1 -0.4870 -0.0801 6.7428
F2 -1.7430 0.0089 7.2326
F3 0.0871 -1.2960 6.5980
F4 0.2481 1.0409 6.6339

Atoms 1-2, force components in eV/Å:
Tc -1.2 1.9 6.7
C 0.4 2.6 -0.8

Entry from OMol25: a molecular structure, C36H40BrN6O2PdS (the ωB97M-V functional and the def2-TZVPD basis).

Calculated values
Energy above the lowest of the compared OMol25 structures with the same formula, charge and spin, kJ/mol: 0.0
Orbital gap (alpha / beta), hartree: 0.268 / 0.186
Energy, eV: -135349.0813
2S+1: 5
F_max, eV/A: 0.5
Net charge: +3

Cartesian coordinates (Å):
Pd1 -0.9744 1.1221 0.2727
C1 -1.7163 -5.7582 2.4398
C2 -1.3892 -5.0137 1.1317
C3 -1.5519 -5.9714 -0.0629
C4 0.0571 -4.5283 1.1857
C5 -2.3637 -3.8638 0.9681
C6 -3.7763 -4.1805 0.8887
C7 -4.7644 -3.2349 0.7672
C8 -4.3649 -1.9051 0.7097
S1 -5.3302 -0.5049 0.5832
C9 -3.8896 0.4687 0.6013
N1 -2.7404 -0.2336 0.6822
C10 -2.9655 -1.5524 0.7539
C11 -1.9810 -2.5573 0.8973
C12 -3.8782 1.8728 0.5507
C13 -5.0735 2.6444 0.5362
C14 -4.9848 4.0065 0.4945
C15 -3.7171 4.6177 0.4672
C16 -2.5384 3.8709 0.4827
C17 -2.5931 2.4927 0.5222
H1 -1.0613 -6.6248 2.5324
H2 -2.7437 -6.1229 2.4663
H3 -1.5592 -5.1177 3.3095
H4 -0.7956 -6.7538 0.0022
H5 -1.4209 -5.4520 -1.0143
H6 -2.5249 -6.4632 -0.0720
H7 0.7136 -5.3849 1.3343
H8 0.2268 -3.8417 2.0190
H9 0.3583 -4.0400 0.2537
H10 -4.0708 -5.2200 0.9386
H11 -5.8073 -3.5177 0.7254
H12 -0.9416 -2.2662 0.9561
H13 -6.0456 2.1661 0.5704
H14 -5.8788 4.6140 0.4854
H15 -3.6586 5.6990 0.4282
H16 -1.5886 4.3907 0.4595
C18 -1.5291 1.2648 3.7872
O1 -0.5073 1.2782 2.7656
C19 0.7668 1.3934 3.1404
C20 1.2017 1.4535 4.4428
C21 2.5686 1.5973 4.6885
Br1 3.1747 1.6832 6.4237
C22 3.5113 1.6937 3.6384
C23 3.1155 1.6324 2.3330
C24 1.7098 1.4676 2.0123
O2 1.2946 1.3975 0.8342
C25 4.0869 1.7643 1.2472
N2 3.7960 1.8151 -0.0512
C26 4.9626 1.9771 -0.7947
C27 5.1870 2.0903 -2.1637
C28 6.4992 2.2390 -2.5522
C29 7.5538 2.2720 -1.6178
C30 7.3304 2.1595 -0.2637
C31 6.0027 2.0121 0.1238
N3 5.4121 1.8742 1.3804
H17 -1.4005 0.3975 4.4326
H18 -2.4699 1.2021 3.2519
H19 -1.4894 2.1888 4.3615
H20 0.5189 1.4011 5.2770
H21 4.5489 1.8284 3.9117
H22 2.8386 1.7625 -0.3759
H23 4.3788 2.0726 -2.8817
H24 6.7313 2.3360 -3.6037
H25 8.5667 2.3916 -1.9762
H26 8.1408 2.1879 0.4515
H27 5.9159 1.8664 2.2531
C32 1.2334 -0.8109 -3.6808
N4 0.1009 -0.4447 -2.8346
C33 -0.0927 -1.2547 -1.6516
C34 -0.4822 0.7817 -2.9245
N5 -0.8628 1.4266 -1.8400
N6 -0.6269 1.3115 -4.1587
C35 -0.7672 0.4929 -5.3630
C36 -0.9119 2.7312 -4.3243
H28 2.0999 -1.0278 -3.0511
H29 1.4899 0.0107 -4.3425
H30 1.0204 -1.6945 -4.2833
H31 0.1059 -2.2969 -1.9049
H32 -1.1248 -1.1861 -1.3139
H33 0.5806 -0.9775 -0.8272
H34 -1.4599 2.2094 -2.0745
H35 -0.9377 -0.5456 -5.0937
H36 0.1087 0.5604 -6.0090
H37 -1.6322 0.8486 -5.9216
H38 -1.9843 2.9433 -4.2720
H39 -0.5527 3.0482 -5.3010
H40 -0.3876 3.3170 -3.5707

Atoms 1-2, force components in eV/Å:
Pd -0.3 0.1 0.4
C 0.0 0.0 0.0

- Which value of F_max does entry 4 give?
  9.7 eV/A